DFT (the ωB97M-V functional and the def2-TZVPD basis) results for C16H32NO9PS as an isolated structure in a non-equilibrium geometry.

The geometry in ORCA input format:
```
! wB97M-V def2-TZVPD RIJCOSX def2/J DEFGRID3
* xyz 0 1
H 3.004 3.445 5.677
C 1.900 1.845 -2.584
O 0.730 1.686 -2.849
H 1.888 3.462 2.035
C -4.147 -1.825 -3.262
H 3.097 1.183 -0.936
H -2.393 -2.318 0.790
H -2.171 1.778 -0.998
O 0.600 4.381 3.985
P 0.270 -3.737 0.001
H 3.469 2.881 -3.613
C 1.964 3.162 5.503
C 2.630 3.112 -2.954
H -0.300 -0.929 2.541
C -1.670 -0.301 -0.953
O 3.029 0.385 1.396
H -2.672 -1.310 2.184
H 1.396 -2.396 -1.470
C -1.989 0.990 -1.734
H -0.807 -2.590 2.750
C 1.525 3.617 4.130
O -4.309 0.238 -1.919
H -3.040 0.441 -3.579
C -2.027 -0.180 0.522
C 1.643 -2.862 2.115
H -1.127 1.285 -2.333
H -2.234 -1.145 -1.356
C -3.232 0.899 -2.609
H 1.466 -3.981 -1.904
O -1.145 -3.443 -0.789
S 2.727 -0.966 1.062
H 1.949 3.791 -3.462
H 3.019 3.595 -2.057
H -1.014 -3.157 -1.701
H -4.570 -1.923 -4.263
H 1.885 2.077 5.581
N 1.482 -3.346 -1.114
H -1.406 0.571 1.020
O 1.239 -1.093 0.613
C -0.643 -1.816 1.997
C 2.298 3.063 2.960
H 2.209 -3.640 1.581
C -1.984 -1.477 1.349
O -6.143 -0.877 -2.426
C -4.953 -0.778 -2.531
H 3.349 3.343 3.039
H 1.334 3.625 6.259
C 0.548 -2.280 1.156
H 2.058 -0.065 -1.663
H -4.274 -2.770 -2.738
H -0.612 -0.557 -1.072
H 2.228 1.978 2.941
H -3.594 1.910 -2.806
H 3.532 0.462 -2.496
C 2.700 0.787 -1.869
O 2.544 -1.799 2.416
O 3.644 -1.678 0.235
H 1.259 -3.368 2.995
H -3.099 -1.565 -3.373
H -3.059 0.180 0.579
*
```

Results
* highest occupied orbital energy: -9.452 eV
* DFT total energy: -57152.4673 eV
* frontier orbital gap: 9.66 eV